The following is a quantum chemistry calculation of a molecular structure, C30H36Br10F2N3O10P, from the Open Molecules 2025 dataset.

Structure (XYZ):
```
92
Properties=species:S:1:pos:R:3:forces:R:3:lowdin_charge:R:1
N 2.5561 -4.7746 0.5558 0.74 0.53 0.20 -0.183
P 2.0877 -3.9856 2.0377 -2.00 -0.70 0.36 0.889
O 3.2698 -4.4316 3.1109 0.43 0.57 -0.62 -0.347
C 2.4333 -2.1955 1.6789 0.88 -0.51 0.39 -0.279
C 3.7626 -1.7554 1.8419 -0.12 -0.55 0.23 -0.059
C 4.0734 -0.4362 1.6334 -0.12 0.20 -0.04 -0.311
O 5.3475 0.0613 1.8042 -0.98 -1.22 0.67 -0.363
N 5.2685 1.2795 2.7467 -0.94 -0.76 2.93 -0.142
O 4.8646 0.9826 3.7729 -0.07 0.03 -0.03 0.169
C 3.0712 0.4768 1.2714 0.13 0.95 0.08 0.020
C 1.7827 0.0905 1.0868 -1.52 -2.00 1.09 -0.203
C 1.4497 -1.3165 1.2967 -1.05 1.98 0.37 -0.227
C -0.0503 -1.6693 1.1197 0.50 0.40 0.20 -0.312
O -0.5553 -2.4734 1.8512 -0.43 -0.33 0.13 0.086
C -0.9015 -0.9089 0.0722 0.89 0.97 1.60 -0.180
C -1.9462 -1.4849 -0.6149 -0.25 0.14 0.15 -0.135
C -2.3951 -2.9270 -0.4459 -0.65 0.55 -0.18 -0.105
O -3.8221 -2.9549 -0.5316 0.14 -0.18 -0.14 -0.088
C -4.4189 -2.4925 0.6330 -0.31 -0.10 0.49 -0.270
O -5.4134 -1.5610 0.2960 0.16 0.14 -0.11 -0.093
C -6.2959 -1.3315 1.3903 0.16 0.03 -0.37 -0.192
C -6.7459 0.1072 1.4085 -0.27 0.07 0.48 -0.219
O -5.8139 0.9562 2.0632 0.11 0.06 0.00 -0.075
C -2.6566 -0.6748 -1.5080 0.33 -0.24 0.11 -0.015
C -2.3195 0.6479 -1.6903 0.00 0.69 -0.41 -0.039
C -1.2587 1.2299 -0.9999 -1.22 -0.16 -0.50 -0.170
N -0.9791 2.6217 -1.3037 1.48 0.54 0.64 0.131
C 0.2954 2.8108 -1.9116 0.49 0.22 -0.30 -0.457
O 1.3460 2.9973 -1.4088 -0.13 -0.09 0.01 0.210
F 0.1947 2.7745 -3.2467 -0.36 -0.28 0.11 0.146
C -1.3034 3.5161 -0.2738 -1.10 -0.08 0.96 -0.504
O -2.3349 3.4739 0.3126 0.14 -0.17 -0.11 0.179
F -0.4178 4.4628 0.0066 0.19 -0.06 -0.81 0.164
C -0.5434 0.4701 -0.1100 0.06 -0.35 1.57 -0.169
C 0.6143 1.0275 0.7441 0.51 -0.79 0.51 -0.294
O 0.5972 2.1264 1.2198 -0.36 0.57 -0.20 0.160
H 2.6775 -4.0768 -0.1758 -0.13 -0.11 -0.17 -0.064
H 3.4797 -5.1963 0.6520 -0.01 -0.06 -0.07 0.026
H 3.5669 -5.3263 2.9141 0.13 -0.05 0.17 0.031
H 4.5215 -2.4861 2.1566 -0.75 0.65 -0.05 0.001
H 3.3360 1.5210 1.1522 -0.03 0.03 -0.11 0.119
H -2.1085 -3.3464 0.5115 0.45 -0.11 -0.15 0.117
H -2.0271 -3.5090 -1.2893 0.06 -0.21 0.13 0.145
H -3.6907 -2.0185 1.3095 0.13 0.02 -0.12 0.143
H -4.8716 -3.3286 1.1869 -0.04 -0.08 -0.14 0.143
H -7.1505 -2.0095 1.3094 -0.01 -0.04 0.07 0.132
H -5.7572 -1.5185 2.3252 -0.23 -0.07 0.15 0.131
H -6.9958 0.4978 0.4189 0.15 -0.22 -0.16 0.125
H -7.6560 0.1536 2.0097 -0.02 0.09 0.01 0.123
H -4.9185 0.6794 1.8437 0.01 0.05 -0.21 0.089
H -3.4739 -1.1157 -2.0550 -0.15 0.03 0.04 0.079
H -2.8961 1.2758 -2.3980 0.92 -0.42 1.03 -0.013
Br -7.7861 3.9685 3.5541 -0.02 -0.04 -0.07 0.600
C -6.2029 4.1490 2.4350 -0.03 0.07 0.17 -0.703
C -6.2107 5.4386 1.6612 0.07 -0.03 -0.18 -0.691
Br -7.4343 5.3605 0.1478 -0.04 0.04 0.03 0.587
H -6.1683 3.2708 1.8010 0.03 -0.01 0.01 0.021
H -5.3627 4.1262 3.1252 0.03 0.03 -0.03 0.063
H -5.2311 5.6245 1.2263 0.02 -0.06 0.02 0.055
H -6.5091 6.2921 2.2610 -0.03 -0.02 0.03 0.048
Br 3.1439 -3.6682 -2.8402 -0.06 -0.02 0.01 0.668
C 2.3469 -2.0920 -3.6518 0.18 -0.04 -0.07 -0.675
C 2.5172 -0.8713 -2.7906 -0.11 0.05 0.15 -0.539
Br 1.2694 -0.8536 -1.2642 2.17 -1.12 -5.28 1.232
H 1.3056 -2.3301 -3.8448 -0.02 0.03 0.03 0.053
H 2.8706 -1.9667 -4.5970 0.00 0.03 0.00 0.060
H 2.2731 0.0263 -3.3563 -0.02 -0.01 -0.01 0.064
H 3.5190 -0.7784 -2.3803 0.02 -0.05 -0.05 0.060
Br -5.1726 2.6849 -6.8915 0.04 -0.07 -0.01 0.610
C -6.2940 1.4452 -5.8981 -0.03 0.24 -0.11 -0.699
C -6.0660 1.5591 -4.4148 -0.01 -0.28 0.05 -0.647
Br -4.4020 0.7046 -3.8670 -0.94 0.10 -0.92 0.834
H -6.0830 0.4525 -6.2813 0.01 -0.03 0.05 0.050
H -7.3164 1.7204 -6.1467 -0.01 -0.01 0.05 0.058
H -6.8459 1.0338 -3.8680 -0.01 -0.01 -0.03 0.062
H -6.0141 2.5870 -4.0719 0.01 0.02 -0.05 0.056
Br 6.3148 1.9098 0.7011 1.74 2.27 -3.38 0.961
C 6.8356 3.5296 -0.2749 -0.03 -0.41 0.08 -0.637
C 7.6144 3.2237 -1.5279 0.17 0.22 -0.01 -0.700
Br 9.4530 2.7280 -1.1220 -0.03 -0.08 -0.02 0.595
H 7.3926 4.1523 0.4188 0.04 0.05 -0.08 0.048
H 5.8950 4.0170 -0.5253 0.02 0.01 -0.04 0.057
H 7.6927 4.1038 -2.1632 -0.02 0.01 0.02 0.053
H 7.1874 2.4050 -2.0978 -0.03 -0.03 0.05 0.047
Br 6.4425 -4.6620 4.5014 -0.02 -0.03 -0.07 0.642
C 7.9965 -4.3016 3.3904 -0.03 -0.01 0.28 -0.691
C 7.9664 -2.9012 2.8413 0.10 0.02 -0.32 -0.648
Br 6.6982 -2.7324 1.3745 0.89 -0.37 -0.19 0.777
H 8.0120 -5.0578 2.6129 0.01 0.04 -0.05 0.049
H 8.8559 -4.4346 4.0437 0.02 0.04 -0.02 0.058
H 8.9324 -2.6383 2.4159 0.02 -0.03 0.02 0.060
H 7.6852 -2.1605 3.5831 -0.02 -0.04 0.04 0.057
```
Positions in Å, forces in eV/Å.

As for the maximum force: 5.819 eV/A. The net charge is 0. Its gap between HOMO and LUMO is 0.259 hartree. Its relative energy (zero: lowest compared OMol25 entry of this formula, charge and spin) is 0.00 kcal/mol.


The following is a quantum chemistry calculation of a molecular structure, C30H36CsN5O4PS2Sb, from the Open Molecules 2025 dataset.

Structure (XYZ):
```
80
Properties=species:S:1:pos:R:3:forces:R:3:lowdin_charge:R:1
Cs 0.3246 0.8478 1.1203 0.11 -0.56 0.28 0.841
C 1.4528 -4.4830 0.7971 -0.02 -0.02 -0.01 -0.056
C 0.5697 -3.9796 1.8979 -0.04 0.06 0.08 -0.351
C 1.0626 -3.8853 3.2037 0.03 -0.04 -0.14 -0.046
C 0.2430 -3.4058 4.1954 -0.02 0.05 0.14 -0.092
C -1.0542 -3.0220 3.8669 -0.06 0.04 0.02 -0.155
C -1.4500 -3.0993 2.5461 0.10 0.02 -0.22 -0.473
N -0.6623 -3.5909 1.5761 0.00 0.00 0.07 0.072
Sb -3.3569 -2.3641 1.8859 -0.06 0.05 0.28 1.439
C -2.8746 -2.1225 -0.1931 0.02 -0.09 -0.01 -0.463
C -3.6312 -2.8423 -1.1112 0.00 0.01 -0.02 -0.144
C -3.3701 -2.6825 -2.4628 0.04 0.01 0.01 -0.087
C -2.3679 -1.8106 -2.8435 0.00 -0.02 0.02 -0.039
C -1.6510 -1.1255 -1.8626 0.00 0.02 -0.02 -0.315
C -0.5825 -0.1400 -2.2280 -0.06 -0.05 0.03 -0.058
N -1.9049 -1.2881 -0.5616 0.02 0.06 0.02 0.088
C -3.0695 -0.2769 2.3484 -0.02 0.00 -0.17 -0.473
C -2.2398 0.2376 3.3319 0.01 -0.23 0.00 -0.186
C -2.1051 1.6163 3.4183 0.04 0.10 0.18 -0.133
C -2.7906 2.4172 2.5290 -0.02 0.14 -0.06 -0.049
C -3.6298 1.8239 1.5853 -0.10 -0.08 -0.04 -0.333
C -4.3754 2.6519 0.5827 0.04 0.00 -0.03 -0.033
N -3.7751 0.5007 1.5134 0.05 -0.02 0.06 0.065
H 1.7458 -5.5201 0.9786 0.02 -0.01 -0.01 0.071
H 2.3540 -3.8676 0.7676 0.03 0.00 -0.04 0.031
H 0.9281 -4.4186 -0.1547 0.00 0.00 -0.01 0.069
H 2.0973 -4.1307 3.4048 -0.01 -0.01 0.00 0.116
H 0.6170 -3.2700 5.2033 -0.03 -0.03 -0.04 0.107
H -1.7115 -2.6140 4.6264 0.00 -0.01 -0.02 0.091
H -4.4125 -3.5082 -0.7666 -0.01 0.00 -0.01 0.071
H -3.9417 -3.2253 -3.2069 0.00 -0.01 0.00 0.096
H -2.1321 -1.6465 -3.8871 -0.01 0.00 -0.01 0.102
H -0.3867 -0.1489 -3.3006 0.00 0.02 0.00 0.074
H 0.3464 -0.3745 -1.7060 0.01 -0.01 -0.03 0.063
H -0.9045 0.8638 -1.9366 0.04 0.05 -0.03 0.043
H -1.6443 -0.3995 3.9733 -0.01 -0.03 -0.01 0.034
H -1.4300 2.0357 4.1572 -0.01 0.01 -0.02 0.106
H -2.6737 3.4941 2.5247 0.00 -0.03 0.04 0.096
H -4.8020 3.5442 1.0455 0.01 0.01 -0.01 0.073
H -5.1674 2.0536 0.1345 0.00 0.02 0.01 0.072
H -3.6808 2.9634 -0.2035 0.00 0.01 -0.02 0.055
S 1.0609 -0.1227 4.3935 -0.11 0.15 0.09 0.397
C 2.5864 -0.9355 4.5495 0.10 0.05 -0.17 -0.846
C 3.0618 -1.1000 5.8959 -0.04 -0.10 0.05 -0.349
N 3.3965 -1.2380 6.9931 0.00 0.03 -0.02 0.101
C 3.3766 -1.3958 3.5202 -0.08 0.22 0.20 -0.854
S 3.0380 -1.2959 1.8241 0.07 0.01 -0.10 0.383
C 4.6550 -1.9537 3.8780 -0.01 -0.13 -0.08 -0.343
N 5.6880 -2.4051 4.1287 -0.01 -0.01 0.00 0.102
C 0.3426 3.1968 -3.9632 0.00 0.01 0.01 -0.041
C 0.6519 4.5590 -3.3473 0.05 -0.03 -0.03 -0.643
C 0.3071 5.6707 -4.3308 0.00 -0.01 0.00 -0.042
C 2.1217 4.6405 -2.9428 -0.03 -0.02 0.01 -0.037
O -0.1692 4.8222 -2.2016 -0.01 0.03 0.10 -0.181
P -0.5522 3.6867 -1.0861 -0.22 0.04 -0.08 0.217
O -1.7804 2.9492 -1.4822 0.02 0.07 -0.03 -0.298
O 0.6701 2.9003 -0.7392 0.19 0.40 -0.19 -0.501
O -0.9995 4.6703 0.1226 0.03 -0.10 0.03 -0.171
C -0.2345 5.6824 0.7932 0.02 0.06 -0.01 -0.631
C 1.2617 5.3915 0.8378 -0.04 -0.01 -0.03 -0.028
C -0.4970 7.0123 0.0902 0.01 -0.02 -0.02 -0.033
C -0.7930 5.7188 2.2113 0.01 -0.01 0.00 -0.036
H 0.8875 3.0897 -4.9049 -0.01 0.00 0.01 0.084
H -0.7277 3.0973 -4.1479 0.00 0.01 0.00 0.090
H 0.6480 2.3985 -3.2874 0.00 -0.01 0.00 0.069
H 0.9205 5.5896 -5.2313 -0.01 0.00 0.00 0.079
H 0.4848 6.6440 -3.8697 0.00 0.00 0.00 0.078
H -0.7456 5.6075 -4.6095 0.00 0.00 -0.01 0.085
H 2.7659 4.4680 -3.8089 -0.01 0.01 0.00 0.082
H 2.3303 3.8894 -2.1816 0.01 0.00 0.00 0.075
H 2.3429 5.6298 -2.5346 0.00 0.00 -0.01 0.080
H 1.6870 5.3632 -0.1636 0.01 0.00 -0.01 0.066
H 1.4611 4.4310 1.3094 0.01 -0.01 0.01 0.087
H 1.7542 6.1806 1.4119 0.00 -0.02 -0.01 0.087
H -0.1434 6.9616 -0.9390 0.00 0.01 0.00 0.070
H 0.0149 7.8261 0.6103 -0.01 0.00 0.00 0.080
H -1.5689 7.2183 0.0760 0.00 0.00 0.00 0.086
H -0.6029 4.7688 2.7131 0.01 0.00 0.00 0.082
H -1.8711 5.8878 2.1823 0.00 0.01 0.00 0.083
H -0.3239 6.5179 2.7897 -0.01 -0.01 -0.01 0.084
```
Positions in Å, forces in eV/Å.

As for the maximum force: 0.640 eV/A. The net charge is -2. Its gap between HOMO and LUMO is 0.168 hartree. Its relative energy (zero: lowest compared OMol25 entry of this formula, charge and spin) is 0.00 kcal/mol.


The following is a quantum chemistry calculation of a molecular structure, C30H36F18MgN3O30S6, from the Open Molecules 2025 dataset.

Structure (XYZ):
```
124
Properties=species:S:1:pos:R:3:forces:R:3:lowdin_charge:R:1
Mg -11.0688 0.9555 3.3369 1.53 -0.38 0.46 1.357
C -9.0887 0.8296 -0.9292 0.39 1.57 3.55 -0.709
F -8.2450 0.1604 -1.5967 1.12 -1.27 -1.67 0.229
F -9.0705 2.1074 -1.1989 0.32 1.00 -1.05 0.147
F -10.3180 0.4254 -1.0649 -0.59 -0.95 0.19 0.197
S -8.4011 0.8140 0.9683 0.90 1.80 0.50 0.713
O -9.1198 -0.2071 1.6621 -1.65 -1.70 1.05 -0.377
O -6.9317 0.7453 1.0062 -3.28 0.16 -0.49 -0.275
N -9.2170 2.2162 1.7060 1.40 -2.65 -1.51 -0.347
S -8.3283 3.5214 1.4110 0.62 4.45 3.82 0.590
O -8.1153 4.2606 2.6814 -0.63 -1.56 -2.14 -0.331
O -7.1481 3.3340 0.6126 -1.16 -0.15 -0.52 -0.292
C -9.6237 4.7278 0.5678 3.27 -0.45 0.47 -0.653
F -8.9339 5.4223 -0.3991 -1.11 0.00 1.41 0.102
F -10.4935 3.9906 -0.0138 -2.13 -0.82 -1.24 0.149
F -10.2166 5.4774 1.4935 0.53 0.17 -0.91 0.151
C -8.8470 -1.8181 6.2090 -2.30 0.29 -1.62 -0.673
F -9.6291 -2.8368 5.8619 0.28 -0.73 0.45 0.099
F -8.1437 -2.0339 7.2548 0.71 -0.43 1.50 0.209
F -8.0408 -1.6779 5.1638 0.24 1.21 -0.12 0.152
S -10.1221 -0.3531 6.5948 2.06 0.68 -1.35 0.689
O -10.2442 -0.3385 8.0285 -0.54 0.02 -1.53 -0.245
O -9.5097 0.8118 5.9602 -0.70 -0.24 -0.64 -0.357
N -11.4669 -0.7206 5.5260 2.66 1.20 2.18 -0.338
S -12.3505 -1.6415 6.4977 -3.40 -3.19 2.03 0.579
O -11.6437 -2.5757 7.4040 -0.69 1.90 -2.19 -0.293
O -13.5325 -1.0378 7.0874 1.54 -0.07 -1.35 -0.255
C -13.0047 -2.7735 5.1455 -1.28 -0.45 -0.55 -0.479
F -13.7528 -3.7544 5.7778 1.49 1.55 -1.68 0.087
F -13.9020 -2.0438 4.2814 2.28 -1.80 1.57 0.024
F -11.9708 -3.3362 4.3939 -2.45 0.96 1.22 0.070
C -12.6767 2.8609 12.3311 -1.84 -0.82 2.29 -0.633
F -13.0807 3.4777 13.5194 0.13 -0.10 -2.07 0.067
F -12.1302 3.6818 11.4867 -0.50 0.97 -0.51 0.175
F -11.7448 2.0402 12.7242 1.25 -1.20 0.25 0.129
S -14.0909 1.6874 11.5817 -1.47 -1.09 -0.01 0.709
O -14.3297 2.2051 10.2413 0.83 -0.58 1.31 -0.347
O -13.5902 0.3301 11.7311 -0.12 1.68 0.09 -0.320
N -15.5244 1.7558 12.6228 3.59 -0.41 -1.73 -0.288
S -16.2838 3.0179 12.1699 -2.33 3.66 0.91 0.517
O -17.2446 3.4727 13.1698 0.33 -1.09 -0.62 -0.337
O -15.4900 4.1405 11.6608 -0.60 -1.33 -0.25 -0.347
C -17.4641 2.3662 10.7897 2.22 -1.56 -0.06 -0.589
F -16.7952 1.3626 10.0940 -0.55 1.78 -0.25 0.041
F -18.4943 1.6632 11.2527 -0.74 1.27 0.34 0.121
F -17.8232 3.3907 9.9897 -0.23 -1.07 0.19 0.102
C -15.0019 7.4827 7.1929 -0.81 -1.46 0.17 -0.004
C -14.9192 5.9110 7.0144 -1.71 0.80 0.81 -0.302
C -16.0413 5.1954 6.1799 -0.18 1.49 1.66 -0.057
O -15.3374 4.3446 5.2889 -0.96 -0.58 -0.63 0.093
C -14.0425 4.4558 5.4718 3.43 -0.90 -0.91 -0.503
O -13.1338 3.7891 4.9048 -3.30 2.19 1.77 0.060
O -13.8175 5.4515 6.3522 3.49 -0.79 -1.40 0.089
H -14.2008 7.9190 7.7896 0.34 -0.34 -0.40 0.081
H -15.8698 7.6061 7.8407 -0.25 0.05 0.03 0.078
H -15.2226 8.0664 6.2992 0.37 -0.23 -0.21 0.075
H -14.8909 5.4857 8.0176 -0.05 0.05 0.14 0.155
H -16.6132 5.9971 5.7128 -0.14 -0.52 -0.75 0.127
H -16.6774 4.6195 6.8521 -0.01 -0.16 -0.35 0.137
C -3.4665 2.4115 5.9109 -0.58 1.20 1.90 -0.031
C -2.2891 1.5808 5.4284 -3.21 1.33 0.28 -0.299
C -1.9318 2.0802 4.0764 0.59 -1.20 -1.31 -0.136
O -0.6520 2.6124 4.2577 2.16 0.97 0.50 0.066
C -0.1991 2.3874 5.5448 3.80 1.46 -0.80 -0.533
O 0.9281 2.6197 6.0007 -3.17 -0.38 -1.82 0.110
O -1.1655 1.9021 6.2331 -1.67 -2.15 1.93 0.125
H -3.4412 2.5735 6.9885 0.31 -0.55 0.38 0.082
H -4.4926 2.0670 5.7822 0.27 -0.43 -0.72 0.092
H -3.4225 3.4574 5.6072 0.11 -0.05 -0.64 0.089
H -2.6854 0.5674 5.3647 1.24 -0.49 0.74 0.160
H -2.6370 2.8000 3.6610 0.26 0.06 0.05 0.138
H -1.8218 1.2227 3.4125 -0.14 0.18 -0.45 0.136
C 0.1517 -0.2922 10.9032 -1.78 -0.37 0.49 0.008
C -0.9671 -1.3570 10.5435 0.91 1.10 1.05 -0.331
C -2.4613 -0.9581 10.5320 1.42 -0.48 -0.51 -0.004
O -2.8612 -1.7187 9.2503 -1.19 2.08 2.43 0.082
C -1.7751 -1.9106 8.5147 0.73 -2.70 -2.62 -0.566
O -1.7435 -2.4028 7.3823 -0.48 1.80 2.78 0.110
O -0.6799 -1.7249 9.2478 0.75 -0.16 -1.93 0.071
H 1.1841 -0.4975 10.6202 -0.33 -0.77 -0.09 0.082
H 0.1152 -0.1158 11.9782 0.08 0.28 0.00 0.074
H -0.1167 0.6124 10.3575 -0.06 0.15 0.17 0.082
H -1.0232 -2.2635 11.1462 1.02 -0.10 0.29 0.145
H -2.6626 0.1103 10.6095 -0.17 0.10 -1.39 0.125
H -2.8348 -1.3019 11.4966 -0.93 -0.89 -0.72 0.122
C -11.5882 -7.8685 7.3668 -0.73 -0.32 -0.92 -0.019
C -11.3733 -8.4698 8.7121 1.43 1.25 -1.32 -0.381
C -11.6972 -7.5558 9.8496 1.91 3.22 -3.18 -0.191
O -12.1445 -8.3634 10.7976 -1.37 -3.01 2.83 0.106
C -12.4904 -9.5588 10.2115 -2.14 -3.00 2.52 -0.477
O -12.9604 -10.5494 10.7889 1.53 3.43 -1.54 0.120
O -12.2945 -9.4787 8.9014 -0.91 -1.69 0.17 0.110
H -11.4793 -8.6525 6.6173 0.52 0.13 -0.18 0.088
H -10.9882 -6.9896 7.1310 0.09 -0.18 0.13 0.096
H -12.6467 -7.6263 7.2722 -0.06 0.43 0.16 0.094
H -10.3817 -8.9179 8.7761 0.28 0.09 0.22 0.164
H -12.4064 -6.8194 9.4717 -0.71 -0.03 0.36 0.142
H -10.8230 -6.9447 10.0742 0.14 -0.29 0.77 0.148
C -17.7756 0.4537 -0.1992 0.18 -0.70 0.79 -0.019
C -16.4782 0.8707 -0.8362 -0.10 1.93 -0.68 -0.347
C -15.9928 2.2384 -0.3436 -1.05 1.06 -0.06 -0.080
O -15.0343 1.9158 0.6307 0.14 1.16 1.40 0.092
C -14.5876 0.7077 0.4699 1.15 -1.51 0.03 -0.502
O -13.5678 0.2889 1.0199 -2.23 0.23 -1.25 0.101
O -15.4272 0.0656 -0.4317 2.79 -1.82 1.43 0.080
H -17.8170 -0.6266 -0.3382 -0.76 0.04 -0.40 0.095
H -18.6540 1.0308 -0.4885 0.11 -0.33 -0.60 0.096
H -17.7621 0.5450 0.8869 0.45 0.27 0.19 0.097
H -16.5126 0.8383 -1.9252 -0.17 -0.11 0.00 0.159
H -16.8658 2.7299 0.0857 0.34 0.28 0.40 0.133
H -15.4641 2.9711 -0.9533 -0.41 -0.42 -0.87 0.142
C -6.2998 -5.2849 11.6866 0.04 1.18 0.03 -0.019
C -5.4180 -6.5187 11.9151 -0.80 -0.16 -1.02 -0.288
C -4.9272 -6.9162 13.3388 -0.19 1.34 -2.31 -0.086
O -5.2251 -8.2938 13.4214 -0.26 -0.07 0.24 0.076
C -6.1242 -8.5983 12.4686 -3.47 -3.99 -1.07 -0.503
O -6.8532 -9.6266 12.4376 3.26 3.83 0.43 0.088
O -6.1805 -7.6649 11.4979 -0.57 -0.58 1.13 0.065
H -7.1645 -5.1597 12.3383 -0.14 -0.93 0.15 0.089
H -6.6550 -5.1418 10.6661 -0.05 -0.91 -0.16 0.085
H -5.8815 -4.2858 11.8089 1.16 -0.22 0.40 0.075
H -4.5763 -6.6310 11.2317 0.20 1.05 -0.03 0.147
H -5.4592 -6.3095 14.0715 0.51 -0.29 0.42 0.139
H -3.8764 -6.7255 13.1207 0.29 -0.24 1.75 0.133
```
Positions in Å, forces in eV/Å.

As for the maximum force: 5.899 eV/A. The net charge is -1. Its gap between HOMO and LUMO is 0.171 hartree.